The following is a quantum chemistry calculation of a molecular structure, C2H2F2LiOSm, from the Open Molecules 2025 dataset.

Last column: Löwdin charge in e.
CARTESIAN COORDINATES (ANGSTROEM)
F: 0.9491 2.4690 0.6219  -0.67
C: -2.2082 -0.3328 0.2297  -0.12
C: -1.3801 -1.0807 -0.5129  -0.31
O: -0.0486 -1.1138 -0.2820  -0.57
H: -1.9220 0.3196 1.0577  0.13
H: -1.7715 -1.7544 -1.2837  0.12
Sm: 1.5829 0.5163 0.0749  1.56
Li: 0.1247 -2.9740 -0.1311  0.85
F: -3.5123 -0.6809 0.2916  0.01

Atoms 1-3, force components in eV/Å:
0.23 -0.94 -0.23
-0.03 -1.47 0.67
-0.97 0.32 0.62

Output
<S²>: 12.01
Total charge: +1
Frontier orbital gap (spin up / spin down), eV: 6.41 / 7.35
Largest force on an atom, eV/A: 1.619
Multiplicity: 7